Arrangement w

Formula: C3H11NS
Source: OMol25
Level of theory: wB97M-V/def2-TZVPD

Bonds (Å) are listed after each position.
Atoms and positions in Å:
1 C -2.9821 -0.0661 0.6599  S2 1.829, H3 1.085, H4 1.085, H5 1.068
2 S -2.9727 -0.9728 -0.9288  C1 1.829, H12 1.338
3 H -3.5578 -0.6181 1.3957  C1 1.085
4 H -3.2940 0.9365 0.3874  C1 1.085
5 H -2.0040 0.0324 1.0778  C1 1.068
6 C 2.1926 0.0903 0.9200  N7 1.435, H9 1.093, H10 1.093, H11 1.101
7 N 1.1999 -0.1862 -0.0792  C6 1.435, C8 1.443, H13 1.006
8 C 1.3420 0.3962 -1.3916  N7 1.443, H14 1.086, H15 1.090, H16 1.093
9 H 3.0505 0.6111 0.4877  C6 1.093
10 H 2.5770 -0.7799 1.4584  C6 1.093
11 H 1.8263 0.7784 1.6975  C6 1.101
12 H -1.8973 -1.7328 -0.6925  S2 1.338
13 H 0.2949 -0.0600 0.3426  N7 1.006
14 H 0.6456 1.1885 -1.6481  C8 1.086
15 H 2.3724 0.7314 -1.5067  C8 1.090
16 H 1.2066 -0.3489 -2.1802  C8 1.093

E_LUMO = 0.0313 Ha
HOMO = -8.5 eV
Spin multiplicity = 1
SMILES = CNC.CS
Orbital gap = 9.34 eV

Per-atom Mulliken charges, elementary charge units: C -0.66; S -0.19; H 0.31; H 0.26; H 0.18; C -0.76; N -0.24; C -0.76; H 0.29; H 0.26; H 0.23; H 0.11; H 0.15; H 0.24; H 0.32; H 0.26

=====

Arrangement x

Formula: C3H11NS
Source: OMol25
Level of theory: wB97M-V/def2-TZVPD

Bonds (Å) are listed after each position.
Atoms and positions in Å:
1 S 0.3142 2.6792 0.9519  H2 1.337
2 H 1.0950 3.6979 0.5764  S1 1.337
3 C -0.4072 -0.1560 -0.9697  C4 1.534, N6 1.424, H7 1.110, H8 1.111
4 C -0.3474 -0.7271 0.4531  C3 1.534, C5 1.538, H9 1.097, H10 1.105
5 C 0.6916 -1.8545 0.5810  C4 1.538, H11 1.110, H12 1.100, H13 1.108
6 N -1.2557 0.9724 -1.1557  C3 1.424, H14 1.038, H16 1.012
7 H 0.6376 0.1011 -1.2434  C3 1.110
8 H -0.7489 -0.9654 -1.6491  C3 1.111
9 H -1.3199 -1.1549 0.7260  C4 1.097
10 H -0.1419 0.0981 1.1589  C4 1.105
11 H 0.4820 -2.7173 -0.0857  C5 1.110
12 H 1.6876 -1.4767 0.3084  C5 1.100
13 H 0.7904 -2.2420 1.6146  C5 1.108
14 H -0.8559 1.7998 -0.6719  N6 1.038
15 H 1.5646 1.1840 0.2234  no bonds
16 H -2.1859 0.7615 -0.8183  N6 1.012

E_LUMO = -0.0603 Ha
HOMO = -8.8 eV
Spin multiplicity = 1
Orbital gap = 7.14 eV

Per-atom Mulliken charges, elementary charge units: S -0.40; H 0.18; C -0.81; C 0.05; C -1.10; N -0.49; H 0.31; H 0.34; H 0.31; H 0.06; H 0.29; H 0.26; H 0.34; H 0.26; H 0.16; H 0.25

=====

Sorted by energy, starting with the most stable: arrangement w, arrangement x.

=====

Arrangement w

Formula: C3H11NS
Source: OMol25
Level of theory: wB97M-V/def2-TZVPD

Bonds (Å) are listed after each position.
Atoms and positions in Å:
1 C -0.8595 1.5578 -4.0530  N2 1.442, H3 1.083, H4 1.092, H5 1.088
2 N 0.3143 0.7208 -4.0967  C1 1.442, H6 1.009, H7 1.010
3 H -1.8420 1.1037 -4.1005  C1 1.083
4 H -0.7849 2.2687 -4.8779  C1 1.092
5 H -0.8570 2.0499 -3.0831  C1 1.088
6 H 0.5754 0.3567 -3.1929  N2 1.009
7 H 0.3440 0.0227 -4.8258  N2 1.010
8 C -0.3781 -0.1231 2.2499  S9 1.808, H11 1.074, H12 1.088, H13 1.083
9 S -0.5159 -0.8133 3.9148  C8 1.808, C10 1.819
10 C 1.0788 -1.6775 4.0531  S9 1.819, H14 1.090, H15 1.088, H16 1.084
11 H 0.4699 0.5367 2.2522  C8 1.074
12 H -1.3113 0.3951 2.0390  C8 1.088
13 H -0.3916 -0.8918 1.4868  C8 1.083
14 H 1.4842 -1.7479 3.0434  C10 1.090
15 H 1.7818 -1.1211 4.6696  C10 1.088
16 H 0.8921 -2.6373 4.5211  C10 1.084

E_LUMO = 0.0280 Ha
HOMO = -8.5 eV
Spin multiplicity = 1
SMILES = CSC.CN
Orbital gap = 9.25 eV

Per-atom Mulliken charges, elementary charge units: C -0.64; N -0.48; H 0.24; H 0.23; H 0.27; H 0.20; H 0.18; C -0.88; S -0.07; C -0.75; H 0.30; H 0.30; H 0.31; H 0.25; H 0.26; H 0.29

=====

Arrangement x

Formula: C3H11NS
Source: OMol25
Level of theory: wB97M-V/def2-TZVPD

Bonds (Å) are listed after each position.
Atoms and positions in Å:
1 C -1.7838 -2.3297 0.7360  S2 1.867, H3 1.084, H4 1.086, H5 1.083
2 S -2.1314 -0.9030 -0.4170  C1 1.867, H13 1.338
3 H -2.5927 -2.4253 1.4519  C1 1.084
4 H -1.7171 -3.2785 0.2116  C1 1.086
5 H -0.8474 -2.0918 1.2255  C1 1.083
6 C 1.7236 0.4753 -1.2605  N7 1.433, H9 1.088, H10 1.095, H11 1.103
7 N 0.6078 1.1702 -0.6906  C6 1.433, C8 1.434, H12 1.006
8 C 0.8951 1.8690 0.5283  N7 1.434, H14 1.091, H15 1.094, H16 1.104
9 H 1.5821 0.2055 -2.3047  C6 1.088
10 H 2.6017 1.1301 -1.2469  C6 1.095
11 H 2.0405 -0.3884 -0.6516  C6 1.103
12 H -0.3163 0.7748 -0.7387  N7 1.006
13 H -2.9767 -0.4686 0.5249  S2 1.338
14 H 0.0051 2.3819 0.8971  C8 1.091
15 H 1.6641 2.6292 0.3620  C8 1.094
16 H 1.2454 1.2492 1.3726  C8 1.104

E_LUMO = 0.0272 Ha
HOMO = -8.0 eV
Spin multiplicity = 1
SMILES = CNC.CS
Orbital gap = 8.76 eV

Per-atom Mulliken charges, elementary charge units: C -0.71; S -0.25; H 0.30; H 0.27; H 0.25; C -0.84; N -0.18; C -0.89; H 0.32; H 0.27; H 0.27; H 0.18; H 0.13; H 0.32; H 0.29; H 0.28

=====

Sorted by energy, starting with the most stable: arrangement w, arrangement x.

=====

Arrangement w

Formula: C2H6ClN
Source: OMol25
Level of theory: wB97M-V/def2-TZVPD

Bonds (Å) are listed after each position.
Atoms and positions in Å:
1 C -1.5041 -1.0598 0.0035  H5 1.166, H6 1.061, H7 1.042, H8 1.067
2 C 1.2131 0.1680 -0.0379  N3 1.319, Cl4 1.710
3 N 1.2972 1.4838 -0.0806  C2 1.319, H9 0.999, H10 1.008
4 Cl 2.7031 -0.6699 -0.0023  C2 1.710
5 H -1.3092 -0.2051 -0.7646  C1 1.166
6 H -2.0161 -0.7043 0.8617  C1 1.061
7 H -2.2873 -1.6196 -0.3963  C1 1.042
8 H -0.6425 -1.5889 0.3445  C1 1.067
9 H 2.0526 2.1368 -0.0448  N3 0.999
10 H 0.4932 2.0589 0.1170  N3 1.008

E_LUMO = 0.0327 Ha
HOMO = -8.5 eV
Spin multiplicity = 1
Orbital gap = 9.44 eV

Per-atom Mulliken charges, elementary charge units: C -0.95; C -0.07; N -0.26; Cl -0.17; H 0.16; H 0.27; H 0.34; H 0.22; H 0.22; H 0.24

=====

Arrangement x

Formula: C2H6ClN
Source: OMol25
Level of theory: wB97M-V/def2-TZVPD

Bonds (Å) are listed after each position.
Atoms and positions in Å:
1 C -0.6256 -0.7654 0.8486  C2 1.474, H5 1.095, H6 1.087, H7 1.092
2 C 0.1979 -0.7836 -0.3740  C1 1.474, Cl4 1.677, H8 1.076
3 N 0.8413 1.8280 -0.7333  H9 1.018, H10 1.019
4 Cl 1.7823 -1.3276 -0.3009  C2 1.677
5 H -0.6733 -1.7677 1.2871  C1 1.095
6 H -1.6338 -0.4336 0.6159  C1 1.087
7 H -0.1956 -0.1134 1.6125  C1 1.092
8 H -0.2396 -0.7436 -1.3567  C2 1.076
9 H 0.3185 1.9296 -1.6012  N3 1.018
10 H 0.2280 2.1771 0.0018  N3 1.019

E_LUMO (spin up / spin down) = -0.0103 / 0.0140 Ha
HOMO (spin up / spin down) = -7.9 / -10.5 eV
Spin multiplicity = 1
Orbital gap (spin up / spin down) = 7.62 / 10.85 eV

Per-atom Mulliken charges, elementary charge units: C -0.83; C -0.23; N -0.48; Cl -0.15; H 0.32; H 0.26; H 0.28; H 0.42; H 0.21; H 0.20

=====

Arrangement y

Formula: C2H6ClN
Source: OMol25
Level of theory: wB97M-V/def2-TZVPD

Bonds (Å) are listed after each position.
Atoms and positions in Å:
1 C -0.2380 0.6800 -0.8493  C2 1.497, H5 1.092, H6 1.088, H7 1.089
2 C -0.6053 0.0638 0.4647  C1 1.497, Cl4 1.721, H8 1.080
3 N 0.7364 -1.3985 0.7087  H9 1.015, H10 1.015
4 Cl -0.4117 1.0974 1.8265  C2 1.721
5 H -0.9036 1.5147 -1.0782  C1 1.092
6 H -0.3235 -0.0586 -1.6436  C1 1.088
7 H 0.7816 1.0616 -0.8246  C1 1.089
8 H -1.5159 -0.5146 0.5132  C2 1.080
9 H 0.9914 -1.5748 -0.2577  N3 1.015
10 H 1.4885 -0.8710 1.1404  N3 1.015

E_LUMO = 0.0361 Ha
HOMO = -9.5 eV
Spin multiplicity = 1
Orbital gap = 10.44 eV

Per-atom Mulliken charges, elementary charge units: C -1.04; C 0.12; N -0.64; Cl -0.15; H 0.34; H 0.31; H 0.30; H 0.30; H 0.23; H 0.23

=====

Sorted by energy, starting with the most stable: arrangement y, arrangement w, arrangement x.